[1]
A cluster of 7 separate species, C55H53BClN10O15PS2 in total in a non-equilibrium geometry. Source: the OMol25 dataset; level of theory: the ωB97M-V functional and the def2-TZVPD basis.

The calculation puts the HOMO energy at -8.3 eV. The structure (SMILES) is COB(O)c1cc(CCC(C)C)c(OC#N)c2c1N([PH2]=N)c1c(cc(Cl)c(N)c1S)S2.O=[N+]([O-])c1ccccc1.O=[N+]([O-])c1ccccc1.O=[N+]([O-])c1ccccc1.O=[N+]([O-])c1ccccc1.O=[N+]([O-])c1ccccc1.O=[N+]([O-])c1ccccc1. As for the spin multiplicity: 1. The total charge is 0.

Element x y z (Å)
C (2.13, -4.60, 0.47)
O (2.99, -3.45, 0.57)
B (2.97, -2.84, 1.79)
O (2.95, -3.61, 2.93)
C (2.96, -1.23, 1.82)
C (1.78, -0.61, 2.23)
C (1.76, 0.80, 2.25)
C (0.46, 1.51, 2.64)
C (-0.41, 1.78, 1.38)
C (-0.68, 0.54, 0.50)
C (-1.52, 0.93, -0.76)
C (-1.43, -0.61, 1.25)
C (2.89, 1.51, 1.94)
O (2.87, 2.93, 1.97)
C (3.21, 3.38, 3.15)
N (3.62, 3.67, 4.20)
C (4.06, 0.88, 1.55)
C (4.10, -0.50, 1.46)
N (5.25, -1.27, 1.02)
P (5.35, -1.01, -0.75)
N (4.87, -2.27, -1.54)
C (6.49, -0.75, 1.55)
C (6.80, 0.61, 1.67)
C (8.03, 1.01, 2.15)
C (8.96, 0.05, 2.50)
Cl (10.56, 0.51, 3.08)
C (8.70, -1.32, 2.40)
N (9.69, -2.29, 2.75)
C (7.44, -1.70, 1.92)
S (7.10, -3.44, 1.77)
S (5.55, 1.79, 1.14)
H (2.07, -4.97, -0.56)
H (2.57, -5.41, 1.08)
H (1.11, -4.34, 0.78)
H (2.93, -2.99, 3.67)
H (0.91, -1.21, 2.48)
H (-0.05, 0.83, 3.32)
H (0.69, 2.47, 3.12)
H (0.04, 2.57, 0.74)
H (-1.39, 2.15, 1.73)
H (0.24, 0.09, 0.09)
H (-1.04, 1.77, -1.25)
H (-1.59, 0.03, -1.40)
H (-2.55, 1.17, -0.43)
H (-1.59, -0.43, 2.32)
H (-0.94, -1.59, 1.11)
H (-2.42, -0.72, 0.76)
H (4.62, 0.17, -1.01)
H (6.71, -0.69, -1.00)
H (5.66, -2.61, -2.09)
H (8.28, 2.07, 2.21)
H (10.16, -2.57, 1.89)
H (9.28, -3.08, 3.21)
H (6.18, -3.57, 0.78)
O (2.66, -7.85, -0.30)
N (1.83, -8.20, -1.12)
O (0.74, -8.66, -0.83)
C (2.16, -8.06, -2.54)
C (3.41, -7.58, -2.90)
C (3.73, -7.47, -4.24)
C (2.81, -7.84, -5.21)
C (1.56, -8.32, -4.84)
C (1.23, -8.43, -3.50)
H (4.13, -7.28, -2.14)
H (4.71, -7.09, -4.53)
H (3.07, -7.76, -6.26)
H (0.85, -8.60, -5.60)
H (0.26, -8.80, -3.21)
O (-1.83, 3.90, -0.99)
N (-0.95, 4.54, -0.47)
O (0.22, 4.20, -0.46)
C (-1.30, 5.81, 0.18)
C (-2.63, 6.20, 0.22)
C (-2.97, 7.38, 0.86)
C (-1.98, 8.16, 1.45)
C (-0.65, 7.76, 1.40)
C (-0.31, 6.57, 0.76)
H (-3.40, 5.60, -0.24)
H (-4.00, 7.70, 0.90)
H (-2.24, 9.08, 1.95)
H (0.12, 8.36, 1.86)
H (0.73, 6.26, 0.73)
O (-5.41, 9.24, 0.65)
N (-6.32, 8.74, 0.01)
O (-6.19, 8.26, -1.10)
C (-7.65, 8.71, 0.62)
C (-7.84, 9.28, 1.86)
C (-9.11, 9.28, 2.42)
C (-10.17, 8.70, 1.74)
C (-9.96, 8.13, 0.49)
C (-8.70, 8.13, -0.08)
H (-7.02, 9.73, 2.40)
H (-9.27, 9.73, 3.39)
H (-11.16, 8.70, 2.17)
H (-10.79, 7.68, -0.04)
H (-8.54, 7.68, -1.05)
O (2.53, -10.04, -10.09)
N (2.34, -9.07, -9.39)
O (2.02, -9.12, -8.22)
C (2.50, -7.74, -10.00)
C (2.83, -7.65, -11.34)
C (2.96, -6.40, -11.92)
C (2.77, -5.26, -11.16)
C (2.45, -5.36, -9.81)
C (2.32, -6.61, -9.22)
H (2.98, -8.54, -11.94)
H (3.21, -6.32, -12.97)
H (2.87, -4.28, -11.61)
H (2.30, -4.47, -9.21)
H (2.06, -6.69, -8.18)
O (0.58, -2.91, 4.91)
N (0.58, -1.74, 5.24)
O (0.23, -0.83, 4.51)
C (1.04, -1.40, 6.59)
C (1.48, -2.41, 7.43)
C (1.93, -2.08, 8.69)
C (1.94, -0.75, 9.11)
C (1.49, 0.25, 8.26)
C (1.03, -0.07, 6.99)
H (1.47, -3.44, 7.11)
H (2.29, -2.85, 9.36)
H (2.30, -0.50, 10.10)
H (1.49, 1.28, 8.58)
H (0.68, 0.71, 6.33)
O (-9.79, 3.03, 2.65)
N (-9.40, 3.83, 1.82)
O (-9.15, 5.00, 2.05)
C (-9.22, 3.35, 0.45)
C (-9.54, 2.04, 0.14)
C (-9.39, 1.60, -1.17)
C (-8.93, 2.48, -2.15)
C (-8.61, 3.79, -1.82)
C (-8.76, 4.23, -0.52)
H (-9.89, 1.36, 0.89)
H (-9.63, 0.58, -1.43)
H (-8.82, 2.13, -3.17)
H (-8.26, 4.47, -2.59)
H (-8.52, 5.25, -0.27)

[2]
A structure of composition C36H29N5O4Rh. Source: the OMol25 dataset; level of theory: the ωB97M-V functional and the def2-TZVPD basis.

The calculation puts the HOMO energy (spin up / spin down) at -14.9 / -16.4 eV. As for the spin multiplicity: 5. The total charge is +3.

Element x y z (Å)
Rh (-0.01, -0.93, 0.67)
C (-4.37, -1.68, 0.62)
O (-3.61, -2.84, 1.14)
C (-2.36, -2.46, 1.16)
N (-2.08, -1.24, 0.88)
C (-3.35, -0.52, 0.65)
C (-3.32, 0.34, -0.59)
C (-2.86, -0.16, -1.80)
C (-2.88, 0.64, -2.94)
C (-3.35, 1.94, -2.87)
C (-3.81, 2.44, -1.66)
C (-3.79, 1.64, -0.52)
C (-1.28, -3.40, 1.52)
C (-1.41, -4.69, 2.02)
C (-0.25, -5.37, 2.38)
C (0.99, -4.75, 2.24)
C (1.02, -3.46, 1.74)
N (-0.09, -2.82, 1.38)
C (2.22, -2.62, 1.57)
N (2.17, -1.38, 1.22)
C (3.57, -0.90, 1.30)
C (4.39, -2.19, 1.44)
O (3.39, -3.17, 1.81)
C (3.99, 0.08, 0.25)
C (5.15, -0.06, -0.52)
C (5.52, 0.96, -1.36)
C (4.74, 2.17, -1.44)
C (3.58, 2.32, -0.69)
C (3.21, 1.31, 0.15)
H (-5.22, -1.53, 1.27)
H (-4.69, -1.94, -0.39)
H (-3.51, 0.12, 1.52)
H (-2.51, -1.19, -1.87)
H (-2.54, 0.23, -3.89)
H (-3.38, 2.56, -3.76)
H (-4.19, 3.45, -1.60)
H (-4.17, 2.04, 0.42)
H (-2.39, -5.13, 2.13)
H (-0.31, -6.37, 2.78)
H (1.91, -5.25, 2.53)
H (3.66, -0.31, 2.24)
H (5.14, -2.15, 2.22)
H (4.84, -2.54, 0.50)
H (5.77, -0.95, -0.45)
H (6.41, 0.87, -1.97)
H (5.09, 2.97, -2.09)
H (3.01, 3.24, -0.73)
H (2.34, 1.41, 0.79)
O (-2.30, 5.51, 3.92)
C (-1.87, 5.55, 2.66)
O (-1.79, 6.58, 2.06)
C (-1.46, 4.26, 1.98)
C (-1.27, 3.02, 2.62)
C (-0.85, 1.93, 1.92)
C (-0.57, 2.02, 0.51)
C (-0.79, 3.29, -0.13)
C (-1.21, 4.36, 0.59)
N (-0.13, 0.93, -0.11)
C (0.13, 0.97, -1.52)
C (0.47, -0.21, -2.17)
C (0.72, -0.26, -3.56)
C (1.01, -1.47, -4.15)
C (1.03, -2.62, -3.36)
C (0.76, -2.51, -2.00)
N (0.49, -1.35, -1.41)
H (-2.38, 4.62, 4.29)
H (-1.45, 2.91, 3.68)
H (-0.71, 0.98, 2.43)
H (-0.66, 3.41, -1.20)
H (-1.38, 5.33, 0.13)
H (-0.01, 1.88, -2.08)
H (0.68, 0.65, -4.14)
H (1.19, -1.53, -5.21)
H (1.23, -3.59, -3.79)
H (0.75, -3.39, -1.37)

[3]
A structure of composition C19H30HfN3OPSi in a non-equilibrium geometry. Source: the OMol25 dataset; level of theory: the ωB97M-V functional and the def2-TZVPD basis.

The calculation puts the HOMO energy at -6.4 eV. As for the spin multiplicity: 1. The total charge is 0.

Element x y z (Å)
Hf (0.26, 0.04, -0.07)
Si (-0.97, -2.23, -0.89)
P (-1.71, 0.86, -1.77)
N (-0.90, 0.81, 1.30)
H (2.85, 0.09, -1.24)
C (-1.46, 2.63, -2.11)
H (-2.17, 2.97, -2.87)
H (-0.43, 2.81, -2.45)
H (-1.61, 3.20, -1.19)
C (-1.74, 0.20, -3.48)
H (-2.50, 0.76, -4.05)
H (-1.99, -0.86, -3.48)
H (-0.76, 0.33, -3.95)
C (-3.45, 0.83, -1.26)
H (-4.08, 1.19, -2.08)
H (-3.58, 1.48, -0.38)
H (-3.74, -0.19, -0.98)
C (0.09, -3.18, -2.16)
H (1.16, -3.11, -1.90)
H (-0.07, -2.77, -3.17)
H (-0.22, -4.23, -2.15)
H (-1.06, -3.19, 0.26)
H (-2.34, -2.24, -1.49)
C (-1.80, 0.91, 2.27)
C (-2.81, 2.08, 4.18)
C (-1.90, 2.05, 3.13)
C (-2.74, -0.16, 2.49)
C (-3.65, -0.11, 3.54)
C (-3.69, 1.00, 4.39)
H (-2.84, 2.94, 4.84)
H (-1.21, 2.88, 2.94)
H (-2.69, -1.02, 1.81)
H (-4.33, -0.95, 3.70)
H (-4.40, 1.03, 5.22)
C (2.45, 0.86, -1.94)
O (1.21, 1.22, -1.32)
C (3.31, 2.11, -2.00)
H (4.04, 2.08, -2.82)
H (3.87, 2.27, -1.07)
H (2.68, 2.99, -2.17)
C (2.25, 0.23, -3.30)
H (1.68, 0.91, -3.95)
H (1.71, -0.72, -3.26)
H (3.21, 0.04, -3.79)
N (4.03, -4.97, 2.51)
C (3.65, -3.86, 2.45)
C (3.19, -2.49, 2.36)
C (3.77, -1.49, 3.14)
C (3.31, -0.19, 3.03)
C (2.30, 0.10, 2.11)
N (1.79, -0.86, 1.30)
C (2.17, -2.16, 1.47)
H (4.58, -1.74, 3.83)
H (3.72, 0.62, 3.63)
H (1.87, 1.11, 2.00)
H (1.66, -2.90, 0.84)

[4]
A structure of composition C8H32CaN15O11 in a non-equilibrium geometry. Source: the OMol25 dataset; level of theory: the ωB97M-V functional and the def2-TZVPD basis.

The calculation puts the HOMO energy at -11.5 eV. As for the spin multiplicity: 1. The total charge is +1.

Element x y z (Å)
Ca (-1.93, -3.25, -0.91)
N (-0.64, -0.03, -0.75)
O (-0.55, -1.26, -0.61)
O (-0.76, 0.48, -1.87)
O (-0.63, 0.71, 0.25)
C (2.90, -0.65, -2.09)
O (2.32, 0.39, -2.86)
H (2.61, -0.57, -1.04)
H (2.76, -1.64, -2.53)
H (3.99, -0.52, -2.04)
H (1.38, 0.37, -2.67)
C (1.36, -4.27, -1.67)
O (0.19, -3.86, -1.58)
N (1.98, -4.53, -2.85)
N (2.12, -4.45, -0.59)
H (2.87, -4.99, -2.83)
H (1.53, -4.42, -3.74)
H (3.11, -4.61, -0.58)
H (1.78, -4.19, 0.34)
C (-2.32, -2.18, 2.41)
O (-2.34, -2.76, 1.32)
N (-2.78, -2.75, 3.56)
N (-1.83, -0.92, 2.56)
H (-3.41, -3.53, 3.54)
H (-2.74, -2.22, 4.41)
H (-1.46, -0.52, 1.71)
H (-1.95, -0.43, 3.42)
C (-1.49, 3.25, 2.69)
O (-1.73, 4.08, 3.54)
N (-0.44, 2.39, 2.70)
N (-2.38, 3.02, 1.66)
H (-0.47, 1.57, 2.12)
H (0.35, 2.54, 3.31)
H (-2.25, 2.24, 1.04)
H (-3.26, 3.51, 1.73)
C (-0.39, 4.10, -2.74)
O (-0.21, 5.22, -3.17)
N (-0.91, 3.88, -1.48)
N (-0.10, 2.96, -3.42)
H (-1.17, 2.98, -1.11)
H (-1.03, 4.75, -0.99)
H (0.30, 3.03, -4.34)
H (-0.34, 2.04, -3.11)
C (2.45, -2.25, 2.09)
O (2.06, -3.41, 1.93)
N (3.73, -1.97, 2.45)
N (1.64, -1.19, 1.95)
H (4.19, -2.71, 2.96)
H (4.12, -1.05, 2.35)
H (1.94, -0.22, 1.99)
H (0.76, -1.39, 1.50)
C (-4.22, -0.59, -1.55)
O (-3.41, -1.45, -1.16)
N (-5.54, -0.66, -1.27)
N (-3.80, 0.47, -2.28)
H (-6.19, 0.06, -1.51)
H (-5.88, -1.52, -0.89)
H (-4.32, 1.32, -2.38)
H (-2.80, 0.46, -2.42)
C (2.95, 2.24, 0.99)
O (3.09, 1.21, 1.65)
N (3.92, 3.18, 0.92)
N (1.83, 2.46, 0.26)
H (3.89, 3.92, 0.23)
H (4.79, 2.99, 1.37)
H (1.71, 3.33, -0.23)
H (1.06, 1.81, 0.35)

| no. | E_tot (eV) |
| --- | --- |
| 1 | -147650.410 |
| 2 | -56424.071 |
| 3 | -45180.702 |
| 4 | -72131.165 |